Entry 1:
{"formula": "C38H26BrIN2OPPd", "method": "ωB97M-V with the def2-TZVPD basis set", "multiplicity": 3, "homo_ev": [-9.88, -9.91], "gap_ev": [6.09, 5.85], "charge": 1, "lumo_energy_ev": [-3.79, -4.06], "symbols": ["Pd", "Br", "C", "C", "C", "C", "O", "C", "C", "N", "C", "C", "C", "C", "C", "C", "C", "C", "N", "C", "C", "H", "H", "H", "H", "H", "H", "H", "H", "H", "H", "I", "C", "C", "C", "C", "C", "C", "C", "C", "C", "P", "C", "C", "C", "C", "C", "C", "C", "C", "C", "C", "C", "C", "C", "H", "H", "H", "H", "H", "H", "H", "H", "H", "H", "H", "H", "H", "H", "H", "H"], "coordinates": [[2.154744, 1.103277, -0.448611], [8.122994, 0.548806, 3.882673], [6.812368, 0.939187, 2.531766], [7.204847, 0.973710, 1.172859], [6.288544, 1.154431, 0.181457], [4.910318, 1.286683, 0.514462], [4.088413, 1.393132, -0.487566], [4.505678, 1.259005, 1.881799], [3.105136, 1.323229, 2.280530], [2.059642, 1.283789, 1.508927], [0.706414, 1.294448, 2.037194], [0.289337, 1.528261, 3.343394], [-1.056795, 1.450314, 3.689830], [-2.001173, 1.175289, 2.710723], [-1.631440, 0.936503, 1.394164], [-2.577213, 0.597882, 0.270262], [-3.193165, 1.127504, -2.021890], [-0.766453, 0.837499, -1.276086], [0.202488, 0.946937, -0.192709], [-0.253109, 1.082689, 1.052139], [5.501568, 1.131436, 2.866411], [8.233041, 0.877468, 0.873328], [6.603408, 1.275213, -0.839486], [2.922317, 1.388778, 3.336720], [1.019331, 1.742404, 4.101037], [-1.327326, 1.669943, 4.724025], [-3.035735, 1.175022, 2.930419], [-3.593577, 0.734940, 0.593801], [-2.949772, 1.152064, -3.093827], [-0.366246, 1.243295, -2.202208], [5.193445, 1.139701, 3.907890], [-0.347515, 3.985050, -0.475019], [-2.210810, 2.988786, -0.766741], [-3.313364, 3.785151, -0.825915], [-4.695208, 3.531450, -1.123907], [-5.291977, 2.312167, -1.399883], [-4.608660, 1.117887, -1.630268], [-5.353697, -0.093024, -1.311908], [-4.825824, -1.302664, -0.933921], [-3.402387, -1.563322, -0.884641], [-2.455301, -0.815569, -0.334400], [-0.820530, -0.981880, -0.976868], [-0.414696, -1.912317, -2.463276], [-0.117786, -1.237100, -3.649016], [0.473217, -1.881071, -4.703659], [0.835439, -3.218557, -4.616569], [0.510867, -3.922976, -3.459860], [-0.117690, -3.283932, -2.388733], [0.090567, -1.875776, 0.339473], [-0.624910, -2.093132, 1.526204], [-0.010256, -2.600213, 2.640938], [1.321841, -2.961073, 2.549688], [2.042787, -2.829830, 1.359523], [1.404487, -2.266065, 0.241158], [-2.180081, 1.457801, -0.977588], [-3.096259, 4.840072, -0.646221], [-5.340757, 4.377606, -1.008365], [-6.384076, 2.276638, -1.398682], [-6.433400, -0.041088, -1.334038], [-5.532197, -2.105610, -0.762629], [-3.041652, -2.414060, -1.490415], [-0.363954, -0.195193, -3.665536], [0.704421, -1.293698, -5.599477], [1.380299, -3.678866, -5.422916], [0.699600, -4.983996, -3.428428], [-0.325486, -3.827431, -1.476621], [-1.645916, -1.778665, 1.628412], [-0.574466, -2.695300, 3.563299], [1.832985, -3.349970, 3.433377], [3.087873, -3.130053, 1.314723], [1.972409, -2.112986, -0.664753]], "forces_ev_per_angstrom": [[0.4, 0.6, 1.1], [-0.5, 0.3, -0.5], [0.3, -0.1, 0.0], [0.0, 0.0, 0.3], [-0.6, 0.5, 0.8], [-0.1, -0.3, -0.4], [-0.3, -0.2, -0.4], [-0.8, 0.2, -0.7], [0.9, 0.0, -1.0], [-0.2, 0.0, 0.9], [0.0, 0.2, 0.0], [0.3, -0.4, -0.2], [0.5, 0.4, 0.2], [0.6, -0.1, -0.7], [1.1, 0.2, 0.1], [0.3, 0.0, 0.2], [0.1, 0.1, -0.6], [0.2, -0.2, 0.2], [0.2, 0.5, -1.4], [-0.9, -0.4, 1.1], [0.1, -0.2, 0.6], [0.3, -0.1, 0.3], [-0.1, -0.2, -0.2], [-0.1, 0.0, 0.5], [0.1, 0.1, 0.3], [-0.1, -0.1, -0.4], [-1.0, -0.1, 0.4], [-0.5, 0.3, 0.0], [-0.1, 0.1, 0.5], [0.2, -0.2, -0.1], [0.1, -0.1, -0.1], [-0.5, 0.2, -0.1], [0.2, -0.5, 0.0], [0.7, 0.4, -0.2], [0.4, -0.8, 0.1], [0.0, 0.3, -0.3], [-0.8, -0.5, 0.3], [1.0, -0.8, 0.1], [-0.8, 1.2, -0.5], [-0.2, -0.8, -0.6], [-0.1, 0.5, 0.1], [0.1, -0.8, -0.6], [0.2, -0.7, -0.1], [-0.6, 0.1, 1.0], [0.6, 0.4, -1.0], [-0.3, 0.3, 0.6], [-0.5, 0.1, -0.1], [0.2, 0.1, -0.2], [-1.0, 0.7, 0.0], [0.0, 0.6, -0.3], [0.2, -0.3, 0.1], [0.9, -0.3, 0.3], [-0.6, 0.3, -0.2], [1.1, -0.3, 0.6], [0.1, -0.2, 0.3], [-0.1, -0.2, 0.0], [-0.2, 0.3, 0.0], [0.3, 0.0, 0.1], [-0.1, 0.3, 0.0], [0.2, -0.2, 0.0], [-0.4, 0.1, 0.5], [0.0, 0.4, -0.5], [-0.1, -0.4, 0.3], [0.0, -0.2, -0.1], [0.2, -0.1, 0.2], [0.0, -0.1, 0.0], [-0.3, 0.0, -0.2], [0.2, -0.1, -0.1], [-0.1, 0.1, -0.3], [-0.3, 0.1, 0.0], [0.0, 0.0, -0.2]]}

=====

Entry 2:
{"formula": "C4H11N3O", "method": "ωB97M-V with the def2-TZVPD basis set", "homo_ev": -9.23, "gap_ev": 9.78, "lumo_energy_ev": 0.55, "symbols": ["H", "N", "C", "C", "N", "H", "H", "H", "H", "H", "C", "C", "N", "O", "H", "H", "H", "H", "H"], "coordinates": [[-0.183004, -2.038765, 0.359604], [-0.812177, -1.255309, 0.156454], [-0.761986, -1.003708, -1.109186], [-1.646071, 0.073742, -1.678686], [0.100864, -1.651947, -1.934865], [-1.981334, -0.206401, -2.681096], [-2.520085, 0.225874, -1.039128], [-1.079091, 1.006904, -1.738019], [0.911483, -2.088376, -1.513843], [0.309047, -1.203671, -2.821921], [1.785464, 0.350924, 1.751452], [0.865355, 1.512704, 1.506631], [-0.462056, 1.210106, 1.518338], [1.263061, 2.651891, 1.292214], [1.260157, -0.472435, 2.243932], [2.187414, 0.001535, 0.796977], [2.603506, 0.671046, 2.402498], [-0.753275, 0.264062, 1.253313], [-1.087272, 1.951824, 1.235330]], "forces_ev_per_angstrom": [[-0.1, 0.2, 0.2], [-0.2, -0.5, -0.8], [-0.1, 0.2, 1.8], [0.1, -0.2, -0.2], [0.5, 0.1, -1.3], [0.0, 0.1, 0.1], [0.3, -0.1, -0.1], [-0.1, 0.0, -0.1], [-0.3, 0.1, 0.0], [-0.1, -0.2, 0.2], [0.1, -0.3, 0.4], [-0.4, 0.9, -0.5], [-0.2, -0.1, 0.0], [0.1, -0.5, 0.3], [0.1, 0.1, -0.2], [0.1, 0.1, 0.1], [0.0, 0.0, -0.3], [0.1, 0.2, 0.2], [0.2, 0.0, 0.1]]}

=====

Entry 3:
{"formula": "C5H7NP", "method": "ωB97M-V with the def2-TZVPD basis set", "multiplicity": 3, "homo_ev": [-12.24, -14.09], "gap_ev": [7.27, 4.83], "charge": 1, "lumo_energy_ev": [-4.97, -9.27], "symbols": ["C", "C", "C", "C", "C", "N", "P", "H", "H", "H", "H", "H", "H", "H"], "coordinates": [[-1.369947, -0.458898, -1.060620], [0.007117, -0.283024, -0.979064], [-2.237695, 0.107776, -0.115630], [0.396533, 0.259359, 0.261796], [-1.635999, 0.541534, 1.071500], [-0.330093, 0.580822, 1.297591], [3.479967, 0.655837, 0.298357], [-1.897859, -0.924761, -1.978461], [0.495754, -0.757367, -1.828719], [-3.213433, -0.131208, -0.149922], [1.626716, 0.337589, 0.298656], [-2.303397, 0.715468, 1.998783], [3.476729, -0.373060, -0.548592], [3.505608, -0.270068, 1.434324]], "forces_ev_per_angstrom": [[-1.9, 0.3, -2.5], [-3.8, -1.7, -0.6], [3.9, -1.0, -1.1], [5.1, -0.3, 0.1], [-0.7, 1.1, 3.9], [-1.2, 0.2, -0.8], [0.9, 1.2, 2.1], [1.3, 0.6, 1.6], [1.2, 0.7, 0.6], [-3.4, -0.2, -0.1], [-2.6, 0.5, 0.5], [1.1, -0.3, -1.6], [0.0, -1.7, -1.5], [0.0, 0.6, -0.6]]}

=====

Number 1 is which compound? C38H26BrIN2OPPd